DFT (the ωB97M-V functional and the def2-TZVPD basis) results for C3H3ErLiO3 as an isolated structure at a distorted geometry.

```
11
Properties=species:S:1:pos:R:3:forces:R:3:nbo_charge:R:1
Er -1.53513 -2.60042 3.76859 0.2 0.1 -0.6 1.978
O -0.39871 0.48740 1.14205 -0.2 0.3 0.2 -0.391
O -0.60987 -1.69840 1.59961 -0.6 -0.2 0.9 -0.757
O 0.28290 -0.97719 -0.33407 -0.3 0.4 -1.3 -0.429
C 0.49882 0.17487 -0.97511 0.9 -0.5 0.9 0.249
C 0.16375 1.21645 0.02197 -0.6 0.3 -0.4 -0.280
C -0.31001 -0.76522 0.88491 0.4 -0.4 0.6 1.033
Li 1.60937 0.23086 -2.87309 0.6 0.0 -0.2 0.959
H -0.58431 1.92330 -0.36792 0.1 0.0 0.2 0.312
H 1.05336 1.76767 0.36308 -0.1 0.0 -0.1 0.315
H -0.17016 0.24067 -3.23002 -0.6 0.0 -0.1 0.011
```
Positions in Å, forces in eV/Å.

Results
Highest occupied orbital energy (spin up / spin down): -20.93 / -20.30 eV
Charge: +3
HOMO-LUMO gap (spin up / spin down): 0.3016 / 0.2812 Eh
⟨S²⟩: 3.765
E_LUMO (spin up / spin down): -12.7291 / -12.6462 eV
2S+1: 4

DFT (the ωB97M-V functional and the def2-TZVPD basis) results for one molecule with the formula C25H35N5O3.

```
68
Properties=species:S:1:pos:R:3:forces:R:3:nbo_charge:R:1
O -0.91264 -0.96388 -2.12777 0.1 0.0 0.0 -0.615
O -1.52821 -2.83971 0.75176 -0.1 0.0 0.1 -0.637
O 4.92485 -1.16469 2.10657 -0.1 -0.1 0.0 -0.614
N 6.18220 0.13491 0.72200 -0.3 -0.1 0.1 -0.432
N 0.43739 -1.44333 -0.31710 -0.3 -0.4 0.5 -0.575
N -5.29186 0.27457 0.17977 -0.1 0.1 0.1 -0.475
N 5.32072 1.02014 -1.27076 0.4 0.4 -0.4 -0.511
N -2.85045 -2.49046 -1.07756 0.0 0.3 -0.3 -0.584
C -5.93601 3.09154 0.03789 0.0 -0.1 -0.2 -0.399
C -4.21688 1.25922 0.22301 0.3 0.3 -0.1 -0.024
C 9.37549 -0.05421 0.13060 -0.1 -0.3 -0.2 -0.393
C -0.68551 -1.49542 -1.05552 0.1 0.1 0.0 0.584
C -5.19121 -2.10586 -0.46700 0.3 -0.2 0.2 -0.414
C 4.11813 0.42030 -1.02933 -0.3 -0.5 0.6 0.237
C 3.91005 -0.35655 0.12292 -0.2 0.2 -0.5 -0.201
C -4.86894 -1.04941 0.60601 -0.1 -0.1 -0.3 -0.223
C 2.67827 -0.96661 0.34702 -0.1 0.0 -0.1 -0.178
C -3.70469 1.59255 1.63452 -0.1 -0.2 -0.3 -0.643
C 4.99884 -0.52134 1.07690 0.0 0.0 0.1 0.666
C 7.30830 -0.01726 1.62616 0.3 -0.3 0.4 -0.237
C 8.43758 -0.85602 1.02824 0.2 0.3 0.1 -0.408
C 1.65209 -0.81017 -0.56901 0.5 0.2 -0.1 0.132
C -1.74341 -2.35423 -0.34779 -0.1 -0.2 0.0 0.585
C 1.85569 -0.03160 -1.71887 0.0 0.0 -0.1 -0.203
C 3.06772 0.57258 -1.94343 0.1 -0.1 0.2 -0.218
C -4.06090 -3.12531 -0.61873 -0.3 -0.2 0.2 -0.228
C -7.00090 2.00559 -0.00114 0.2 0.1 0.4 -0.398
C -4.64308 2.52289 -0.52878 0.1 -0.1 0.2 -0.400
C 8.68758 0.52323 -1.10280 0.2 0.1 0.2 -0.391
C -7.65587 -0.31202 0.58138 0.2 0.2 0.2 -0.611
C -6.55616 0.73849 0.73880 -0.4 0.1 -0.2 -0.034
C 6.28013 0.86613 -0.42893 -0.2 0.4 -0.5 0.477
C 7.58038 1.52948 -0.76463 0.2 -0.1 -0.1 -0.457
H -3.38008 0.81514 -0.33384 -0.1 0.0 0.0 0.196
H -2.85916 2.27226 1.56417 0.1 0.1 0.0 0.214
H -4.47535 2.06335 2.23761 0.0 0.1 0.1 0.202
H -7.92957 2.36992 0.44244 -0.1 0.0 0.0 0.205
H -4.80241 2.26291 -1.57686 0.0 0.0 -0.1 0.206
H -7.72976 -0.61891 -0.45814 0.0 0.0 -0.2 0.209
H -3.84030 3.26011 -0.47896 0.1 0.0 0.0 0.207
H -8.60777 0.11793 0.88513 -0.1 0.0 0.0 0.214
H 8.00246 -1.68622 0.46783 0.0 -0.1 0.1 0.209
H -6.11228 -2.63851 -0.23424 -0.1 0.0 -0.1 0.211
H 7.67706 0.96768 1.92502 -0.1 0.0 0.0 0.198
H 2.54997 -1.55873 1.24139 0.0 -0.1 0.1 0.235
H 7.90472 2.17438 0.05481 0.0 0.1 0.0 0.212
H 9.81565 0.76089 0.71113 0.1 0.0 0.0 0.193
H -7.20015 1.73988 -1.04120 -0.1 -0.1 -0.1 0.200
H 3.23656 1.17169 -2.82362 0.0 0.1 -0.1 0.228
H 1.04705 0.08157 -2.42246 0.0 0.0 0.0 0.253
H -3.78663 -1.03978 0.74924 0.0 0.0 0.1 0.201
H -4.35019 -3.90276 -1.33328 0.1 0.0 0.1 0.202
H -6.45735 0.96937 1.81726 0.0 0.0 -0.1 0.160
H -7.47500 -1.18871 1.19575 0.0 -0.2 0.0 0.205
H 6.90368 -0.52215 2.50786 0.1 0.2 -0.2 0.262
H 0.36655 -1.97652 0.54985 -0.1 0.1 -0.3 0.438
H -5.33141 -1.58667 -1.41671 -0.1 0.0 0.0 0.212
H -5.31011 -1.33255 1.56897 0.1 0.0 0.0 0.188
H 9.43848 1.03074 -1.71131 0.0 0.0 -0.1 0.215
H -3.37551 0.69065 2.14599 0.0 -0.1 0.1 0.211
H 10.19183 -0.70338 -0.19339 0.1 0.0 0.0 0.212
H -6.25715 3.95283 -0.55164 0.0 0.0 0.1 0.209
H 8.26516 -0.28308 -1.70579 0.0 0.0 -0.1 0.206
H -5.78479 3.43133 1.06380 0.0 0.1 0.0 0.194
H 9.01752 -1.28012 1.84988 0.0 -0.1 0.0 0.218
H -2.87201 -1.97012 -1.94736 0.1 0.0 0.1 0.425
H 7.38094 2.15443 -1.63530 -0.1 0.0 0.2 0.249
H -3.82933 -3.59239 0.34159 0.0 -0.1 -0.1 0.225
```
Positions in Å, forces in eV/Å.

Results
Highest occupied orbital energy: -8.12 eV
Charge: 0
HOMO-LUMO gap: 0.3135 Eh
Energy relative to the best compared isomer or geometry (same formula, charge and spin): 21.8 kcal/mol
E_LUMO: 0.4072 eV
2S+1: 1
Structure (SMILES): C[C@@H]1CCC[C@@H](C)N1CCCNC(=O)C(=O)Nc1ccc2nc3n(c(=O)c2c1)CCCCC3

DFT (the ωB97M-V functional and the def2-TZVPD basis) results for one molecule with the formula C12H16N2OS.

```
32
Properties=species:S:1:pos:R:3:forces:R:3:nbo_charge:R:1
S -1.46283 -2.41654 0.45673 0.0 -0.6 0.1 -0.263
O 4.27831 1.14313 0.45247 -0.4 0.0 0.0 -0.513
N -0.24043 -0.06847 0.02063 -0.5 0.7 0.0 -0.594
N -2.53358 -0.07318 0.11240 0.3 0.1 -0.1 -0.415
C 1.08641 -0.49222 -0.06780 0.6 -0.2 0.0 0.186
C -1.39180 -0.78729 0.17096 -0.1 -0.1 0.1 0.308
C -3.82705 -0.69279 0.33414 -0.4 -0.3 0.2 -0.212
C 3.79247 -1.14361 -0.26631 0.4 0.2 0.1 -0.354
C -4.79460 0.48383 0.38240 0.1 0.0 -0.1 -0.412
C 3.41686 0.13354 0.13416 -0.1 0.0 -0.1 0.398
C 2.81044 -2.07109 -0.57262 -0.1 0.2 0.0 -0.168
C -2.65589 1.32257 -0.26298 0.1 0.4 -0.1 -0.228
C -4.14484 1.48784 -0.56640 0.0 0.0 0.1 -0.401
C 1.46765 -1.76437 -0.48600 -0.1 -0.2 -0.1 -0.265
C 2.06559 0.44938 0.22811 0.0 0.0 0.0 -0.329
C 5.65964 0.88561 0.39198 0.2 -0.1 0.0 -0.253
H -4.83739 0.89512 1.39156 0.0 0.0 0.0 0.203
H -3.80791 -1.27815 1.25604 0.0 0.0 -0.2 0.230
H 4.83038 -1.42349 -0.34602 0.1 0.0 0.0 0.218
H -4.48674 2.50844 -0.40790 0.0 0.0 -0.1 0.219
H -0.32740 0.93030 0.15374 0.0 -0.1 -0.1 0.394
H 3.10365 -3.05976 -0.89212 0.0 -0.1 0.0 0.214
H -4.34596 1.20654 -1.60043 0.0 0.0 0.0 0.207
H 5.95093 0.08809 1.08308 0.0 0.0 0.0 0.177
H 0.72517 -2.50227 -0.73210 0.0 0.0 0.0 0.249
H 1.79798 1.44810 0.54150 0.0 0.1 0.1 0.211
H -4.05776 -1.37647 -0.49114 0.0 0.0 0.1 0.205
H -2.03302 1.55406 -1.13243 0.0 0.0 0.1 0.209
H 6.14576 1.81374 0.68902 0.0 -0.1 0.0 0.199
H 5.97582 0.62099 -0.62237 0.0 0.0 0.0 0.175
H -2.36056 1.97501 0.57143 0.0 0.0 -0.1 0.185
H -5.79932 0.20339 0.07627 0.0 0.0 0.0 0.222
```
Positions in Å, forces in eV/Å.

Results
Highest occupied orbital energy: -7.81 eV
Charge: 0
HOMO-LUMO gap: 0.3099 Eh
Energy relative to the best compared isomer or geometry (same formula, charge and spin): 17.7 kcal/mol
E_LUMO: 0.6200 eV
2S+1: 1
Structure (SMILES): COc1cccc(NC(=S)N2CCCC2)c1

Question: The highest 2S+1 belongs to which entry?
Answer: C3H3ErLiO3

Question: Which of these has the highest charge?
Answer: C3H3ErLiO3